1.
The following is a DFT calculation (the ωB97M-V functional and the def2-TZVPD basis) of a 4-piece molecular cluster, C14H28FO3P overall.

Calculated values
* M: 294.35 g mol⁻¹
* SMILES: C#C[PH3]C[C@@H](C)F.CC(C)=O.CC(C)=O.CC(C)=O
* orbital gap: 9.686 eV
* DFT total energy: -33116.5405 eV
* charge: 0
* LUMO energy: 0.70 eV

Geometry (Å):
1 C -2.80888 3.07710 -3.34000
2 C -2.15707 2.17211 -2.88355
3 P -1.21197 0.65341 -2.24320
4 C -0.37197 -0.95688 -1.64733
5 C -1.34015 -2.11989 -1.54151
6 C -0.91361 -3.36837 -2.27674
7 F -1.52695 -2.44477 -0.18313
8 H -3.38802 3.84941 -3.78231
9 H -1.13582 0.22462 -3.58306
10 H -2.32480 0.38997 -1.41687
11 H -0.18446 1.47695 -1.77168
12 H 0.42562 -1.20265 -2.35306
13 H 0.10025 -0.79373 -0.67880
14 H -2.33066 -1.82539 -1.90853
15 H -0.96080 -3.18441 -3.34884
16 H 0.09514 -3.66360 -2.00118
17 H -1.60832 -4.17529 -2.05347
18 C 0.81179 5.91183 -1.72497
19 C 1.23219 4.54771 -1.23639
20 C 2.17783 4.49755 -0.06423
21 O 0.82243 3.53893 -1.76457
22 H 0.13063 5.80665 -2.56549
23 H 0.31841 6.45879 -0.91976
24 H 1.68880 6.48548 -2.02974
25 H 1.73413 4.99944 0.79777
26 H 3.11105 5.00797 -0.30778
27 H 2.39942 3.46348 0.18615
28 C -3.81912 -4.38387 4.65350
29 C -2.98421 -3.32790 3.96597
30 C -2.38765 -3.70066 2.63090
31 O -2.80530 -2.24198 4.46409
32 H -4.19135 -4.00058 5.60000
33 H -4.65948 -4.66804 4.01779
34 H -3.21870 -5.27781 4.83111
35 H -3.17716 -3.96204 1.92454
36 H -1.73814 -4.57090 2.74411
37 H -1.81617 -2.86767 2.23379
38 C 4.78525 -0.31345 1.72123
39 C 3.94969 0.61123 0.86991
40 C 2.69758 0.02777 0.25862
41 O 4.26214 1.76372 0.68508
42 H 5.65222 0.21997 2.10201
43 H 4.19137 -0.69054 2.55552
44 H 5.11277 -1.17085 1.13083
45 H 2.03232 -0.33720 1.04364
46 H 2.95195 -0.81848 -0.38225
47 H 2.18736 0.78829 -0.32917

Charges obtained by natural (NBO) population analysis, quoted in units of e: -0.282 -0.365 0.809 -0.804 0.208 -0.632 -0.388 0.225 -0.020 -0.024 0.034 0.210 0.233 0.148 0.215 0.211 0.218 -0.721 0.609 -0.725 -0.565 0.238 0.230 0.229 0.227 0.233 0.250 -0.720 0.594 -0.720 -0.542 0.234 0.227 0.226 0.230 0.224 0.246 -0.721 0.600 -0.729 -0.548 0.236 0.231 0.229 0.233 0.231 0.239

2.
The following is a DFT calculation (the ωB97M-V functional and the def2-TZVPD basis) of C14H28I2NO7PSSnTe as an isolated structure.

Calculated values
* M: 885.54 g mol⁻¹
* orbital gap (spin up / spin down): 6.798 / 5.759 eV
* energy above the lowest of the compared OMol25 structures with the same formula, charge and spin: 482.64 kJ/mol
* DFT total energy: -80240.8554 eV
* charge: 0
* LUMO energy (spin up / spin down): -0.67 / -1.70 eV

Geometry (Å):
1 Sn 0.20298 -0.59175 -1.91876
2 C 3.41201 -1.34457 -1.62874
3 C 3.38679 -1.39646 -3.11942
4 O 2.06646 -0.98448 -3.52734
5 C 1.97196 0.01686 -4.55691
6 C 2.17633 1.41329 -3.93119
7 O 1.21242 1.69435 -2.93196
8 C 1.59434 2.66940 -2.01444
9 C 0.68509 2.52545 -0.77919
10 O 1.04138 1.65225 0.23544
11 C 2.41987 1.46422 0.64512
12 C 2.85318 0.06615 0.27341
13 O 3.13407 -0.03163 -1.17081
14 H 4.38970 -1.61452 -1.27964
15 H 2.61542 -2.06553 -1.27529
16 H 3.59201 -2.41962 -3.52594
17 H 4.06533 -0.61084 -3.55370
18 H 0.90005 -0.03277 -4.91461
19 H 2.61306 -0.28597 -5.36938
20 H 2.05843 2.13472 -4.72408
21 H 3.17869 1.47014 -3.44722
22 H 1.30236 3.58652 -2.51521
23 H 2.70787 2.80151 -1.73668
24 H -1.29060 1.95679 -0.76787
25 H 0.43114 3.53442 -0.39013
26 H 2.46596 1.61451 1.74794
27 H 3.05736 2.22323 0.28016
28 H 2.11409 -0.71286 0.53672
29 H 3.71431 -0.16455 0.82173
30 I 1.87616 -0.66094 4.34236
31 C 3.73065 -0.89707 5.03621
32 I -0.10638 -3.45271 -1.49579
33 H 4.49107 -0.40976 4.40897
34 H 3.69302 -1.75379 5.65155
35 S -3.57641 0.27461 -3.39513
36 C -2.03948 -0.06429 -3.60396
37 N -0.85963 -0.31364 -3.75911
38 C -2.68782 -3.27453 2.21502
39 C -3.06174 -2.33738 1.07026
40 O -2.52609 -1.01097 1.27915
41 P -3.52833 0.20865 1.56304
42 O -0.61661 2.10343 -1.44648
43 Te -5.70393 -0.04291 0.29726
44 O -3.90935 -0.07707 3.09726
45 C -5.01893 0.38762 3.94174
46 C -4.72237 1.78208 4.52414
47 H -3.03046 -4.26108 1.98717
48 H -3.06084 -2.90838 3.18316
49 H -1.60296 -3.28893 2.36117
50 H -4.15419 -2.28562 0.95607
51 H -2.57871 -2.69024 0.14811
52 H -5.04455 -0.42048 4.63332
53 H -5.97275 0.38617 3.38882
54 H -3.75440 1.80623 5.07691
55 H -5.51350 2.04683 5.30639
56 H -4.79356 2.58589 3.77037

Charges obtained by natural (NBO) population analysis, quoted in units of e: 1.270 -0.113 -0.076 -0.605 -0.111 -0.088 -0.550 -0.111 0.375 -0.538 -0.087 -0.086 -0.571 0.188 0.214 0.217 0.185 0.261 0.201 0.190 0.181 0.195 0.192 0.494 0.160 0.210 0.189 0.210 0.181 0.190 -0.594 -0.631 0.209 0.201 -0.079 0.174 -0.918 -0.632 -0.077 -0.822 1.182 -0.737 -0.154 -0.871 -0.059 -0.644 0.217 0.209 0.216 0.178 0.215 0.195 0.198 0.220 0.217 0.222

3.
The following is a DFT calculation (the ωB97M-V functional and the def2-TZVPD basis) of one molecule with the formula C14H28N2O4.

Calculated values
* M: 288.39 g mol⁻¹
* SMILES: CC[C@@H](C)[C@H](NC(=O)NCCCOC(C)C)C(=O)OC
* orbital gap: 9.911 eV
* energy above the lowest of the compared OMol25 structures with the same formula, charge and spin: 71.21 kJ/mol
* DFT total energy: -26143.9705 eV
* charge: 0
* LUMO energy: 0.84 eV

Geometry (Å):
1 C -3.61488 -2.64004 0.43551
2 C -3.18698 -1.63989 1.50300
3 C -3.12892 -0.19357 1.00310
4 C -2.81714 0.75145 2.16291
5 C -2.07956 -0.03623 -0.12306
6 N -0.75072 -0.38876 0.30909
7 C -0.07742 -1.40989 -0.32108
8 O -0.62723 -2.19219 -1.07402
9 N 1.22074 -1.52465 0.07608
10 C 2.13975 -2.37805 -0.63964
11 C 3.12114 -1.56957 -1.49354
12 C 4.07877 -0.72881 -0.65030
13 O 3.34621 0.27340 0.02090
14 C 4.07373 1.06377 0.94771
15 C 3.03857 1.70886 1.86614
16 C 4.92342 2.12709 0.25042
17 C -2.08283 1.39093 -0.64026
18 O -1.16140 2.15917 -0.52144
19 O -3.23678 1.69965 -1.23341
20 C -3.35169 3.02411 -1.73762
21 H -3.79868 -3.61096 0.88979
22 H -2.83550 -2.76264 -0.31143
23 H -4.52956 -2.31287 -0.05513
24 H -3.89242 -1.67747 2.33699
25 H -2.20339 -1.92096 1.88306
26 H -4.09901 0.07456 0.57176
27 H -1.86899 0.48296 2.62254
28 H -2.75584 1.78323 1.82342
29 H -3.59515 0.68692 2.92031
30 H -2.34626 -0.70684 -0.94806
31 H -0.20733 0.38406 0.66674
32 H 1.66252 -0.71716 0.49544
33 H 2.69384 -2.99024 0.08138
34 H 1.53771 -3.03439 -1.27280
35 H 3.71012 -2.25061 -2.10883
36 H 2.55808 -0.90446 -2.14965
37 H 4.59633 -1.36626 0.08518
38 H 4.83960 -0.27782 -1.30362
39 H 4.73273 0.40471 1.53935
40 H 2.48284 0.94454 2.40459
41 H 2.34179 2.29395 1.27124
42 H 3.52736 2.35934 2.58539
43 H 5.67997 1.66931 -0.38234
44 H 4.28624 2.75658 -0.36569
45 H 5.42316 2.74417 0.99179
46 H -2.55411 3.22674 -2.45489
47 H -3.28372 3.74760 -0.92250
48 H -4.32400 3.08244 -2.21934

Charges obtained by natural (NBO) population analysis, quoted in units of e: -0.622 -0.395 -0.204 -0.615 -0.158 -0.647 0.793 -0.682 -0.642 -0.221 -0.426 -0.058 -0.566 0.111 -0.622 -0.636 0.801 -0.615 -0.504 -0.261 0.209 0.235 0.194 0.199 0.207 0.210 0.208 0.205 0.214 0.267 0.405 0.408 0.183 0.240 0.214 0.215 0.161 0.171 0.161 0.210 0.218 0.213 0.209 0.215 0.213 0.195 0.191 0.197

4.
The following is a DFT calculation (the ωB97M-V functional and the def2-TZVPD basis) of one molecule with the formula C14H28N2O4S.

Calculated values
* M: 320.45 g mol⁻¹
* SMILES: CCCS(=O)(=O)N1CCC[C@@H](C(=O)NCCCOCC)C1
* orbital gap: 10.067 eV
* energy above the lowest of the compared OMol25 structures with the same formula, charge and spin: 64.19 kJ/mol
* DFT total energy: -36978.1120 eV
* charge: 0
* LUMO energy: 0.69 eV

Geometry (Å):
1 C -4.18577 -1.78928 1.28752
2 C -2.99271 -0.84612 1.16898
3 C -3.23536 0.47096 1.87602
4 S -1.80398 1.55292 1.62258
5 O -2.04427 2.79060 2.31016
6 O -1.51919 1.61682 0.21359
7 N -0.59165 0.66118 2.38079
8 C -0.19094 1.13425 3.69306
9 C 0.76502 2.32838 3.63076
10 C 1.94164 2.04586 2.69696
11 C 1.39536 1.63400 1.33305
12 C 2.45944 1.32052 0.29257
13 O 3.59018 0.97111 0.55425
14 N 1.98216 1.44764 -0.96768
15 C 2.69269 0.94931 -2.12106
16 C 2.24894 -0.46462 -2.50908
17 C 0.78861 -0.50817 -2.97800
18 O 0.28511 -1.81049 -3.14852
19 C 0.79296 -2.50968 -4.26638
20 C -0.03440 -3.77139 -4.45677
21 C 0.53484 0.37559 1.52144
22 H -4.39438 -2.01260 2.33121
23 H -3.98025 -2.72217 0.76973
24 H -5.07325 -1.34042 0.84823
25 H -2.10537 -1.31424 1.59850
26 H -2.78653 -0.63748 0.11797
27 H -4.09614 1.00127 1.47596
28 H -3.33958 0.35799 2.95116
29 H -1.10087 1.41240 4.22579
30 H 0.28226 0.29204 4.20884
31 H 0.20636 3.19014 3.26142
32 H 1.12164 2.55335 4.63695
33 H 2.56600 2.93498 2.59782
34 H 2.56645 1.24198 3.09151
35 H 0.74081 2.42510 0.95256
36 H 1.00594 1.67399 -1.08409
37 H 3.75143 0.93528 -1.85191
38 H 2.54112 1.63670 -2.95794
39 H 2.36137 -1.12333 -1.64589
40 H 2.90315 -0.82699 -3.30366
41 H 0.68472 0.06414 -3.91419
42 H 0.13591 -0.06194 -2.22208
43 H 0.72974 -1.87260 -5.16276
44 H 1.84837 -2.77613 -4.11009
45 H 0.33551 -4.33363 -5.30961
46 H -1.07580 -3.51040 -4.62279
47 H 0.02855 -4.38905 -3.56552
48 H 0.13548 0.02368 0.57021
49 H 1.12869 -0.42144 1.97845

Charges obtained by natural (NBO) population analysis, quoted in units of e: -0.599 -0.419 -0.634 2.307 -0.947 -0.966 -0.689 -0.221 -0.422 -0.394 -0.338 0.693 -0.627 -0.623 -0.226 -0.438 -0.057 -0.539 -0.060 -0.618 -0.220 0.202 0.218 0.204 0.215 0.223 0.241 0.233 0.221 0.200 0.222 0.215 0.221 0.212 0.223 0.402 0.237 0.193 0.214 0.206 0.157 0.183 0.158 0.161 0.209 0.211 0.212 0.232 0.212